Here is C26H22MgN8S2Se2 as an isolated structure from the Open Molecules 2025 dataset. Energies are from ωB97M-V/def2-TZVPD.

Results
Energy above the lowest of the compared OMol25 structures with the same formula, charge and spin ... 0.5 kJ/mol
Gap between HOMO and LUMO ... 5.692 eV
LUMO energy ... -1.817 eV

Geometry as ORCA input:
```
! RIJCOSX wB97M-V def2-TZVPD def2/J DEFGRID3
* xyz 0 1
H -2.76 0.46 -6.00
C -1.97 0.29 -5.27
C -5.05 2.54 0.60
H -0.86 -0.43 4.14
C 0.22 0.42 -4.74
N -0.76 -1.80 0.75
C 3.21 -0.55 -1.57
S -2.59 1.54 -0.81
H 3.31 -1.30 0.44
C -1.47 -2.33 1.74
H 5.21 -2.22 -0.74
C -1.28 0.57 4.16
N -5.08 3.66 0.85
H -1.39 -3.31 3.66
H -3.26 -0.49 -3.70
H -1.25 2.96 1.34
N -0.74 0.63 -5.63
Mg -1.65 -0.65 -0.92
H 2.77 0.11 -3.57
C 6.58 0.88 -2.43
H 1.22 0.72 -5.03
H -2.55 -2.33 1.63
H 2.26 -2.24 2.12
H 7.64 -1.83 -1.01
C -6.14 0.36 0.75
C -0.83 -2.85 2.86
Se -2.69 0.70 2.81
C 0.99 -0.39 -2.45
C 1.19 -2.27 2.00
H -4.88 -0.45 3.13
C 2.36 -0.23 -2.62
H -3.61 -1.34 4.01
H 4.56 1.54 -2.71
Se 0.68 1.53 2.17
H -0.60 2.62 4.01
N 0.49 -0.82 -1.30
N -7.01 -0.27 1.16
C -0.20 1.61 3.93
C -2.26 -0.24 -4.02
C -3.97 0.57 -0.37
N 0.49 -2.82 2.99
C 5.56 -1.32 -1.21
N 7.44 -0.03 -1.97
H 0.59 1.50 4.68
H -1.74 0.74 5.13
C 0.57 -1.76 0.87
C 1.29 -1.18 -0.30
C -0.04 -0.13 -3.49
N -1.29 -0.46 -3.15
H 7.02 1.75 -2.90
C -0.17 3.10 1.39
C 2.66 -1.04 -0.39
C -4.01 -0.35 3.78
C -5.04 1.14 0.29
H 0.10 3.98 1.96
S -3.99 -1.15 -0.73
C 4.67 -0.37 -1.71
C 6.92 -1.10 -1.37
H 0.21 3.19 0.37
H -4.30 0.16 4.70
C 5.20 0.76 -2.33
*
```



Here is one molecule with the formula C6H12O from the Open Molecules 2025 dataset. Energies are from ωB97M-V/def2-TZVPD.

Results
Energy above the lowest of the compared OMol25 structures with the same formula, charge and spin ... 101.8 kJ/mol
Structure (SMILES) ... CC[C@H]1C[C@]1(C)O
Gap between HOMO and LUMO ... 10.481 eV
LUMO energy ... 0.994 eV

Geometry as ORCA input:
```
! RIJCOSX wB97M-V def2-TZVPD def2/J DEFGRID3
* xyz 0 1
H -1.15 -0.04 1.88
O -1.72 1.72 -0.16
C 1.90 -0.24 0.99
H -1.01 -1.44 0.81
C -1.09 0.46 -0.22
H 1.03 -1.54 -0.52
H -1.32 0.56 -2.42
H 2.23 -0.43 -1.14
C 1.39 -0.50 -0.43
H -1.01 -1.12 -1.77
C -0.92 -0.04 -1.61
H -2.56 -0.59 0.96
H 1.93 0.84 1.18
H -1.33 2.21 0.57
H 0.63 1.45 -1.13
H 1.26 -0.68 1.76
H 2.91 -0.62 1.18
C 0.29 0.45 -0.85
C -1.47 -0.46 0.92
*
```



Here is a 2-piece molecular cluster, C5H6O overall at a distorted geometry from the Open Molecules 2025 dataset. Energies are from ωB97M-V/def2-TZVPD.

Results
Energy above the lowest of the compared OMol25 structures with the same formula, charge and spin ... 495.6 kJ/mol
Gap between HOMO and LUMO ... 8.156 eV
LUMO energy ... -0.256 eV

Geometry as ORCA input:
```
! RIJCOSX wB97M-V def2-TZVPD def2/J DEFGRID3
* xyz 0 1
C -1.33 0.42 -1.39
H 0.30 -1.23 2.06
O 0.76 0.84 -0.49
H -1.65 -1.32 0.08
H -0.41 -0.86 -1.86
C -1.02 -0.48 -0.24
H 1.87 -0.51 1.56
C 0.79 -0.38 1.57
C -0.14 1.16 -1.44
C 0.22 -0.18 0.24
H 0.16 1.98 -2.09
H 0.54 0.53 2.12
*
```



Here is C34H34NP2PdS2Si as an isolated structure at a distorted geometry from the Open Molecules 2025 dataset. Energies are from ωB97M-V/def2-TZVPD.

Results
Energy above the lowest of the compared OMol25 structures with the same formula, charge and spin ... 93.1 kJ/mol
Gap between HOMO and LUMO ... 5.922 eV
LUMO energy ... 2.005 eV

Geometry as ORCA input:
```
! RIJCOSX wB97M-V def2-TZVPD def2/J DEFGRID3
* xyz -1 1
C -2.24 5.08 0.90
H 1.71 4.99 0.44
H -0.61 -3.04 -1.80
C -2.85 -3.19 -0.17
C 2.17 1.08 -0.81
H -0.55 -4.81 -3.52
C 3.43 -3.02 1.59
C -2.29 -5.28 1.57
C 1.67 -0.07 -1.43
H -0.95 5.49 3.59
H 0.32 -0.10 -4.75
H 4.43 -3.38 1.79
S -1.46 -0.30 2.30
P -0.86 -1.48 0.78
H -2.77 1.90 -0.16
H -1.53 5.70 1.42
Pd -0.45 1.07 0.52
Si 0.34 3.86 2.19
H -0.04 -4.22 -5.88
C 0.84 -2.09 1.10
H 0.74 6.17 1.32
C 1.68 -1.41 1.98
H 5.43 0.21 -0.48
C -0.36 -2.79 -2.83
C 3.51 1.18 -0.46
H 2.95 -4.60 0.23
C 2.57 -1.10 -1.74
C 3.91 -0.99 -1.41
C -3.41 5.65 0.43
C 2.60 -3.70 0.72
C 0.18 -2.13 -5.46
C -1.21 -0.60 -0.62
H 3.62 -1.32 2.89
H 3.86 2.07 0.03
H -3.59 6.71 0.61
H -4.42 -4.44 -0.92
H 4.59 -1.80 -1.65
C 1.32 -3.23 0.47
C 2.97 -1.86 2.21
C -4.36 4.90 -0.25
H 1.52 1.93 -0.66
C -0.06 -3.45 -5.12
C -1.94 3.71 0.69
P -0.12 -0.15 -1.88
H -1.17 3.84 4.16
H 1.81 1.85 1.96
H 2.21 -1.99 -2.25
C -0.34 -3.78 -3.80
H 0.37 -1.86 -6.49
H -3.92 -6.30 0.62
H -0.73 -4.03 2.33
C 4.38 0.14 -0.75
H -3.05 -2.36 -0.84
H -5.27 5.35 -0.63
S -0.58 1.63 -2.58
C 1.61 2.58 2.75
C -2.93 2.96 0.01
C -0.44 4.54 3.76
C -0.10 -1.46 -3.16
C 0.15 -1.14 -4.49
H -2.07 -6.09 2.25
H 0.68 -3.78 -0.22
C -1.53 -4.12 1.61
H -4.81 2.93 -0.98
C -1.79 -3.07 0.73
C -3.33 -5.40 0.65
N -0.76 3.14 1.11
H 2.56 3.05 3.02
H 0.33 4.71 4.53
C -3.61 -4.35 -0.22
H 1.31 -0.53 2.49
C -4.09 3.55 -0.45
H 2.21 5.51 2.06
C 1.34 5.26 1.43
H 1.25 2.03 3.62
*
```